# 1
# C42H74IN2O9P3PtS2

C42H74IN2O9P3PtS2 as an isolated structure in a non-equilibrium geometry (ωB97M-V with the def2-TZVPD basis set, the OMol25 dataset).

Results
Total charge = +2
M = 1230.1 g mol⁻¹
Energy above the lowest of the compared OMol25 structures with the same formula, charge and spin = 56.24 kcal per mole
2S+1 = 5
Highest occupied orbital energy (alpha / beta) = -0.4807 / -0.4820 Ha

Atoms and positions in Å:
Pt  0.370601  -0.308163  0.857117
O  3.891649  3.900655  2.444112
C  4.306958  3.451169  1.258403
C  5.383176  4.129470  0.681208
C  5.863468  3.757790  -0.548598
C  5.290451  2.685461  -1.259307
C  4.249122  2.003799  -0.706072
C  3.722214  2.357545  0.559605
C  2.636370  1.579481  1.081978
O  2.140248  0.619896  0.417373
N  2.215446  1.913886  2.354779
N  1.271201  1.149929  2.806854
C  1.157487  1.173990  4.134450
S  -0.073896  0.292536  4.953961
C  0.785723  0.316277  6.547728
C  1.488903  1.649525  6.678929
S  2.327326  1.978439  5.106132
H  3.168177  3.329204  2.762894
H  5.817823  4.948901  1.238373
H  6.697871  4.296993  -0.978125
H  5.676903  2.405292  -2.229729
H  3.799443  1.172924  -1.221110
H  1.486312  -0.517631  6.561335
H  0.037362  0.170523  7.325360
H  2.254344  1.621705  7.453178
H  0.797255  2.465303  6.886667
C  -1.205437  1.726462  -0.841975
C  -2.341601  0.760318  -1.113985
C  -3.350257  1.317637  -2.088153
O  -3.045863  0.518986  0.150094
P  -2.833494  -0.838780  0.906920
O  -1.410086  -1.373893  0.853418
C  -3.532258  -0.631032  2.488864
P  -1.929652  2.453253  2.855750
O  -1.552391  1.081178  2.389606
O  -0.791024  3.464725  2.413228
C  -0.874543  4.916889  2.600476
C  0.505949  5.385549  2.995831
C  -1.365869  5.547840  1.314231
O  -3.295251  2.948264  2.225836
C  -4.328367  3.774183  2.862093
C  -5.452395  3.860850  1.856504
C  -4.765970  3.176448  4.184860
O  -3.682349  -1.916779  0.131949
C  -5.155520  -1.884547  0.104512
C  -5.709903  -2.734729  1.232904
C  -5.571382  -2.399264  -1.252847
H  -0.730788  2.020237  -1.774706
H  -0.415068  1.280035  -0.207510
H  -1.568574  2.607587  -0.310950
H  -1.940962  -0.186483  -1.482599
H  -3.767070  2.253180  -1.708997
H  -4.165773  0.609678  -2.236444
H  -2.875082  1.505574  -3.051886
H  -3.082595  -1.140315  3.331202
H  -4.247052  0.163832  2.665836
H  -1.579567  5.126544  3.410173
H  1.224832  5.119554  2.217675
H  0.823466  4.936870  3.938675
H  0.507594  6.469536  3.110051
H  -0.638370  5.390023  0.515935
H  -1.487769  6.621677  1.459615
H  -2.323968  5.128920  1.004280
H  -3.908957  4.768111  3.028564
H  -5.742928  2.858427  1.537411
H  -5.155348  4.433473  0.977492
H  -6.314493  4.349153  2.310972
H  -5.303999  2.238688  4.028886
H  -5.432708  3.870457  4.694975
H  -3.911254  2.987052  4.838772
H  -5.472270  -0.843324  0.211995
H  -5.403840  -3.774025  1.100050
H  -6.797750  -2.683591  1.241601
H  -5.338983  -2.397004  2.200529
H  -5.189958  -3.410434  -1.402575
H  -5.190095  -1.760927  -2.050915
H  -6.659064  -2.423381  -1.316851
O  0.661299  -1.324354  -1.263794
P  1.383718  -2.218095  -2.275172
C  3.022764  -2.806734  -1.693529
C  4.047987  -1.680861  -1.477819
C  5.305865  -2.195962  -0.747073
C  5.577956  -3.675372  -1.045785
C  5.161937  -3.991392  -2.476662
C  3.632671  -3.886851  -2.625704
C  1.722240  -1.372924  -3.876062
C  2.245208  0.072566  -3.738744
C  1.152907  1.074107  -3.352042
C  -0.021093  1.015245  -4.331236
C  -0.560707  -0.412222  -4.437268
C  0.564202  -1.347002  -4.888928
C  0.525011  -3.788998  -2.666435
C  0.637518  -4.844994  -1.542707
C  -0.360459  -4.637757  -0.407122
C  -1.784600  -4.638273  -0.947143
C  -1.926585  -3.508765  -1.962955
C  -0.947118  -3.677058  -3.118674
H  2.797207  -3.234565  -0.708274
H  3.596866  -0.862789  -0.916204
H  4.354552  -1.300691  -2.454200
H  5.208967  -2.044143  0.326319
H  6.159650  -1.599447  -1.077268
H  5.019059  -4.317154  -0.356356
H  6.634543  -3.897299  -0.895094
H  5.478335  -4.994653  -2.760740
H  5.660900  -3.295806  -3.157281
H  3.196623  -4.859889  -2.406524
H  3.397269  -3.667370  -3.669832
H  2.521895  -1.989002  -4.300056
H  2.652176  0.354023  -4.714852
H  3.062428  0.126602  -3.029189
H  1.578007  2.081564  -3.331381
H  0.810339  0.835755  -2.345045
H  0.318249  1.339994  -5.319747
H  -0.813212  1.707620  -4.030694
H  -1.393404  -0.456413  -5.141609
H  -0.933034  -0.730286  -3.455271
H  0.971117  -0.960528  -5.828637
H  0.203545  -2.349885  -5.106162
H  1.112870  -4.143749  -3.522316
H  1.644324  -4.894645  -1.136475
H  0.443811  -5.820443  -2.000294
H  -0.177209  -3.674174  0.081356
H  -0.226563  -5.424359  0.338197
H  -2.496332  -4.508947  -0.132210
H  -1.994647  -5.598237  -1.430574
H  -1.726930  -2.561804  -1.455249
H  -2.939936  -3.468200  -2.364204
H  -1.090914  -2.867533  -3.825670
H  -1.189555  -4.602173  -3.652160
I  2.924242  -1.759106  2.808986
C  0.992096  -1.868594  1.981223
H  0.279558  -1.919804  2.798810
H  0.936501  -2.745758  1.344667

Forces on atoms 1 to 2 (eV/Å):
Pt 0.168 -0.885 -0.596
O 0.220 0.161 -0.108

=====

# 2
# C53H42AsBrClN5O5Pb

C53H42AsBrClN5O5Pb as an isolated structure in a non-equilibrium geometry (ωB97M-V with the def2-TZVPD basis set, the OMol25 dataset).

Results
Total charge = 0
M = 1226.4 g mol⁻¹
Energy above the lowest of the compared OMol25 structures with the same formula, charge and spin = 22.41 kcal per mole
Highest occupied orbital energy = -0.2792 Ha

Atoms and positions in Å:
Pb  0.789411  0.167216  0.003627
O  2.064348  1.942858  4.277472
C  2.416647  3.179683  3.840886
C  2.746725  4.167059  4.769724
C  3.054562  5.456139  4.374525
C  3.028045  5.784559  3.030384
C  2.706064  4.806107  2.103999
C  2.418436  3.493540  2.472385
C  2.035115  2.507751  1.370854
O  1.974752  1.208257  1.711268
N  3.032888  2.724999  0.243562
N  3.040970  1.789870  -0.666692
C  3.967712  1.654109  -1.542396
C  3.978455  0.513106  -2.428132
Br  3.043425  -1.025719  -1.694091
C  4.610882  0.327649  -3.592166
C  5.311404  1.305566  -4.422758
C  6.158905  0.819019  -5.425209
C  6.826240  1.678341  -6.278791
C  6.659326  3.050376  -6.152032
C  5.812962  3.548450  -5.172991
C  5.141745  2.689509  -4.318368
H  2.160428  1.902893  5.235086
H  2.753500  3.913024  5.825584
H  3.295049  6.205665  5.117428
H  3.247232  6.792836  2.704542
H  2.656784  5.063629  1.052310
H  1.079836  2.887208  0.950379
H  3.892193  3.230051  0.434523
H  4.816781  2.338423  -1.582885
H  4.604954  -0.679051  -3.993820
H  6.291057  -0.252073  -5.522393
H  7.470120  1.276425  -7.050404
H  7.175365  3.724693  -6.822871
H  5.665814  4.617210  -5.082494
H  4.453325  3.094400  -3.589776
Cl  -0.131785  -7.118907  3.073095
C  0.303791  -5.599871  2.344128
C  1.638770  -5.377122  1.954070
C  1.991357  -4.202376  1.354906
C  1.043499  -3.162800  1.092538
O  1.429522  -2.100110  0.493499
C  -0.297933  -3.417854  1.509193
C  -1.343143  -2.490273  1.273859
O  -1.269447  -1.412639  0.681440
C  -0.637280  -4.639768  2.133309
H  2.377717  -6.146172  2.138027
H  3.012976  -4.012528  1.051356
H  -2.333255  -2.796703  1.666398
H  -1.665096  -4.805977  2.434398
N  -3.082743  -4.266477  -4.980367
C  -3.341815  -5.023560  -6.096844
C  -4.201372  -6.089633  -6.335627
C  -4.196801  -6.616605  -7.611703
C  -3.367126  -6.097481  -8.615991
C  -2.513986  -5.039638  -8.376774
C  -2.497059  -4.495640  -7.093275
N  -1.750854  -3.461357  -6.573398
C  -2.118335  -3.350147  -5.326474
C  -1.577743  -2.372543  -4.384624
C  -0.416208  -1.673168  -4.702648
C  0.087603  -0.767297  -3.787792
N  -0.482109  -0.526003  -2.607968
C  -1.602198  -1.180263  -2.310636
C  -2.186543  -2.102929  -3.160510
H  -3.481627  -4.397333  -4.068912
H  -4.839233  -6.488303  -5.556968
H  -4.846834  -7.450391  -7.842254
H  -3.399807  -6.544930  -9.600867
H  -1.873944  -4.640588  -9.151986
H  0.076187  -1.856709  -5.646977
H  0.988565  -0.204979  -4.006375
H  -2.038853  -0.954245  -1.342198
H  -3.108679  -2.585945  -2.864297
O  -0.966003  1.849941  1.360498
As  -1.786292  1.419950  2.711357
C  -2.268725  3.020422  3.717282
C  -3.586021  3.382881  3.968483
C  -3.865112  4.475024  4.779740
C  -2.828539  5.206028  5.341020
C  -1.509820  4.860478  5.073410
C  -1.232018  3.770794  4.265666
C  -3.524557  0.686051  2.266472
C  -3.989371  0.980641  0.989957
C  -5.257482  0.579212  0.601755
C  -6.063394  -0.123570  1.489040
C  -5.589952  -0.439556  2.754244
C  -4.322283  -0.029682  3.147687
C  -0.935662  0.410517  4.139258
C  0.239982  -0.305608  3.965355
C  0.832990  -0.934702  5.050016
C  0.270897  -0.827332  6.312837
C  -0.899566  -0.101502  6.493215
C  -1.503340  0.513888  5.408176
H  -4.398255  2.814910  3.530873
H  -4.892889  4.756092  4.970955
H  -3.049532  6.049655  5.982454
H  -0.700213  5.443846  5.493837
H  -0.208043  3.492215  4.043612
H  -3.332820  1.517786  0.314036
H  -5.620108  0.815319  -0.390644
H  -7.061617  -0.423272  1.196717
H  -6.209541  -1.003371  3.440032
H  -3.959095  -0.272833  4.140586
H  0.729805  -0.323723  3.003917
H  1.749607  -1.492246  4.906264
H  0.749178  -1.296256  7.163560
H  -1.333307  0.001810  7.479569
H  -2.408537  1.091684  5.553749

Forces on atoms 1 to 2 (eV/Å):
Pb -0.205 0.348 0.759
O 0.024 -0.111 -0.109

=====

# 3
# C6H10N2OP

An isolated ion of composition C6H10N2OP and charge +1 in a non-equilibrium geometry (ωB97M-V with the def2-TZVPD basis set, the OMol25 dataset).

Results
Total charge = +1
M = 157.1 g mol⁻¹
Energy above the lowest of the compared OMol25 structures with the same formula, charge and spin = 97.46 kcal per mole
Highest occupied orbital energy = -0.4912 Ha

Atoms and positions in Å:
C  -2.236125  -0.443541  0.099930
C  -2.308408  0.718635  -0.631150
C  -0.196288  0.490659  -0.030100
C  1.999278  -1.983880  -0.206881
C  -0.759005  2.615715  -1.201541
C  1.941881  -1.557868  1.242427
N  -0.897376  -0.623486  0.436521
N  -1.068004  1.278565  -0.670616
O  0.675964  0.677870  2.927716
P  0.484416  -0.475473  1.348439
H  -2.982782  -1.128173  0.338882
H  -3.115006  1.073758  -1.172636
H  3.046555  -2.342561  -0.550018
H  1.225862  -2.698160  -0.448261
H  1.849252  -0.953718  -0.830042
H  0.140496  2.915435  -0.760882
H  -0.890771  2.637883  -2.298067
H  -1.552384  3.208911  -0.705213
H  2.848854  -0.895263  1.377102
H  1.793591  -2.515307  1.734390

Forces on atoms 1 to 2 (eV/Å):
C 0.906 1.067 -0.548
C 1.073 -2.426 1.464

=====

# 4
# C4H10NO3

A 2-piece molecular cluster, C4H10NO3 overall in a non-equilibrium geometry (ωB97M-V with the def2-TZVPD basis set, the OMol25 dataset).

Results
Total charge = -1
M = 120.1 g mol⁻¹
Energy above the lowest of the compared OMol25 structures with the same formula, charge and spin = 72.21 kcal per mole
Highest occupied orbital energy = -0.0990 Ha

Atoms and positions in Å:
C  0.621866  1.374340  0.778230
N  -0.046481  0.322595  0.312325
C  0.602464  -0.341981  -0.863701
C  -1.537796  0.321880  0.403394
C  -2.239646  -0.930660  -0.135940
O  -3.545198  -0.875524  0.188133
O  1.824298  1.644052  0.712461
H  -0.075371  2.060765  1.297475
H  0.646648  -1.401921  -0.711159
H  -0.101248  -0.080810  -1.688506
H  1.435345  0.300432  -1.101033
H  -1.864935  0.433426  1.457629
H  -1.936729  1.166011  -0.161010
H  -1.691779  -1.815567  0.299807
H  -2.092132  -1.044163  -1.284642
H  2.739272  0.096237  0.243836
H  4.085674  -0.455295  0.103102
O  3.175751  -0.773813  0.149601

Forces on atoms 1 to 2 (eV/Å):
C -0.876 0.478 1.024
N 0.665 -0.075 -0.936

=====

Question: M of number 4 (C4H10NO3)?
Answer: 120.1 g mol⁻¹

=====

Question: The highest M belongs to which entry?
Answer: C42H74IN2O9P3PtS2

=====

Question: The lowest energy above the lowest of the compared OMol25 structures with the same formula, charge and spin belongs to which entry?
Answer: C53H42AsBrClN5O5Pb

=====

What did the fourth record say?
# C4H10NO3

A 2-piece molecular cluster, C4H10NO3 overall in a non-equilibrium geometry (ωB97M-V with the def2-TZVPD basis set, the OMol25 dataset).

Results
Total charge = -1
M = 120.1 g mol⁻¹
Energy above the lowest of the compared OMol25 structures with the same formula, charge and spin = 72.21 kcal per mole
Highest occupied orbital energy = -0.0990 Ha

Atoms and positions in Å:
C  0.621866  1.374340  0.778230
N  -0.046481  0.322595  0.312325
C  0.602464  -0.341981  -0.863701
C  -1.537796  0.321880  0.403394
C  -2.239646  -0.930660  -0.135940
O  -3.545198  -0.875524  0.188133
O  1.824298  1.644052  0.712461
H  -0.075371  2.060765  1.297475
H  0.646648  -1.401921  -0.711159
H  -0.101248  -0.080810  -1.688506
H  1.435345  0.300432  -1.101033
H  -1.864935  0.433426  1.457629
H  -1.936729  1.166011  -0.161010
H  -1.691779  -1.815567  0.299807
H  -2.092132  -1.044163  -1.284642
H  2.739272  0.096237  0.243836
H  4.085674  -0.455295  0.103102
O  3.175751  -0.773813  0.149601

Forces on atoms 1 to 2 (eV/Å):
C -0.876 0.478 1.024
N 0.665 -0.075 -0.936